Below is a cluster of 2 separate species, C4H12 in total in a non-equilibrium geometry, with properties calculated with ωB97M-V/def2-TZVPD.

Positions of all 16 atoms, in Å:
C -0.930 -1.841 -0.624
C 0.201 -2.907 -0.551
H -1.673 -2.092 -1.394
H -1.424 -1.800 0.435
H -0.760 -0.742 -0.443
H -0.140 -3.796 -0.983
H 0.673 -2.970 0.508
H 0.971 -2.368 -1.227
C 0.114 1.740 1.076
C 0.776 2.728 0.050
H -0.846 2.402 1.167
H -0.049 0.787 0.657
H 0.526 1.819 2.043
H 0.111 3.660 -0.016
H 0.695 2.322 -1.002
H 1.752 3.058 0.305

Summary:
- Electronic energy: -159.11995 Ha
- HOMO level (spin up / spin down): -14.773 / -14.281 eV
- LUMO energy (spin up / spin down): -3.41 / -11.12 eV
- Strongest force on any atom: 5.043 eV/A
- Spin multiplicity: 2
- Energy relative to the best compared isomer or geometry (same formula, charge and spin): 1.357 eV
- Gap between HOMO and LUMO (spin up / spin down): 11.362 / 3.159 eV
- Total charge: +1
- ⟨S²⟩: 0.753

***

Below is a cluster of 2 separate species, C24H50Br2F3N8O2 in total in a non-equilibrium geometry, with properties calculated with ωB97M-V/def2-TZVPD.

Positions of all 89 atoms, in Å:
C -5.220 -1.960 8.186
C -4.580 -3.471 8.199
C -2.956 -3.333 7.919
C -2.551 -3.562 6.320
C -3.570 -2.748 5.302
C -3.228 -2.981 3.703
C -1.721 -2.380 3.413
C -1.932 -0.992 2.526
C -2.174 -1.431 0.931
C -1.725 -0.164 -0.019
C -0.291 -0.533 -0.723
N 0.156 0.420 -1.809
C -0.221 1.879 -1.680
C 1.174 2.778 -1.890
C 1.551 3.115 -0.318
C 3.076 3.670 -0.088
C 4.102 2.611 0.628
F 4.602 1.536 -0.307
Br 5.743 3.709 1.145
C 3.548 1.979 2.052
F 2.833 0.666 1.871
F 4.785 1.630 2.845
Br 2.520 3.280 3.179
C 0.683 3.984 -2.886
C 1.849 5.052 -3.316
N 2.172 6.006 -2.158
N 3.079 4.441 -3.949
N 1.219 5.950 -4.401
N 2.298 1.853 -2.303
C 1.629 0.473 -2.150
N 2.548 -0.528 -2.414
N 2.180 -1.864 -2.383
C 3.228 -2.650 -3.192
C 2.351 -3.791 -4.031
C 1.985 -3.081 -5.488
H -6.075 -1.881 7.366
H -5.613 -1.723 9.272
H -4.424 -1.131 7.917
H -4.700 -4.045 9.215
H -4.996 -4.172 7.339
H -2.349 -4.093 8.597
H -2.582 -2.256 8.228
H -2.534 -4.713 6.024
H -1.424 -3.201 6.234
H -4.706 -3.082 5.435
H -3.546 -1.573 5.499
H -4.005 -2.339 3.067
H -3.283 -4.120 3.374
H -1.141 -2.077 4.387
H -1.020 -3.152 2.834
H -0.925 -0.387 2.641
H -2.882 -0.381 2.870
H -3.292 -1.696 0.708
H -1.444 -2.332 0.731
H -1.524 0.746 0.728
H -2.557 0.214 -0.755
H 0.579 -0.709 0.058
H -0.446 -1.590 -1.255
H -0.894 2.074 -2.640
H -0.598 2.307 -0.658
H 0.737 3.879 0.064
H 1.394 2.089 0.272
H 3.560 4.028 -1.094
H 2.979 4.631 0.608
H -0.219 4.523 -2.365
H 0.270 3.513 -3.898
H 2.991 6.562 -2.496
H 1.394 6.688 -2.001
H 2.768 3.750 -4.671
H 3.658 3.899 -3.271
H 1.814 6.807 -4.540
H 1.100 5.424 -5.296
H 2.378 1.869 -3.364
H 3.545 -0.256 -2.648
H 2.373 -2.172 -1.383
H 3.792 -1.963 -3.982
H 4.015 -3.139 -2.457
H 2.907 -4.817 -4.139
H 1.302 -3.903 -3.473
H 2.065 -1.901 -5.320
H 2.729 -3.408 -6.335
H 0.845 -3.261 -5.784
C -1.358 -0.659 -5.555
N -1.898 -1.467 -6.681
O -3.103 -1.745 -6.652
O -1.098 -1.801 -7.563
H -2.168 -0.438 -4.858
H -0.580 -1.250 -5.068
H -0.951 0.263 -5.977

Summary:
- Electronic energy: -6979.82760 Ha
- HOMO level: -11.995 eV
- LUMO energy: -3.45 eV
- Strongest force on any atom: 5.260 eV/A
- Spin multiplicity: 1
- Gap between HOMO and LUMO: 8.547 eV
- Total charge: +1

***

Below is a structure of composition C48H47AsBrCl2N6O3PRbS, with properties calculated with ωB97M-V/def2-TZVPD.

Positions of all 111 atoms, in Å:
Rb 0.737 0.363 -0.156
C -5.814 0.179 3.678
C -4.910 0.254 2.476
C -5.193 -0.432 1.295
C -4.365 -0.377 0.191
C -3.153 0.366 0.185
N -2.226 0.324 -0.795
C -2.665 -0.003 -2.058
C -3.578 0.818 -2.756
C -3.972 0.564 -4.051
C -3.491 -0.542 -4.755
C -3.892 -0.793 -6.183
C -2.618 -1.379 -4.084
C -2.217 -1.125 -2.774
N -1.387 -2.103 -2.145
C -1.740 -3.374 -1.856
C -0.646 -3.982 -1.287
C 0.339 -2.979 -1.269
N -0.116 -1.851 -1.796
C -2.940 1.121 1.369
C -3.769 1.048 2.473
N -1.830 2.021 1.427
C -1.588 3.049 0.589
C -0.484 3.716 1.070
C -0.117 2.992 2.220
N -0.936 1.973 2.433
H -6.519 -0.648 3.579
H -6.400 1.092 3.812
H -5.247 0.019 4.598
H -6.085 -1.051 1.246
H -4.607 -0.964 -0.687
H -3.963 1.686 -2.232
H -4.661 1.247 -4.539
H -4.975 -0.734 -6.312
H -3.573 -1.784 -6.513
H -3.449 -0.057 -6.860
H -2.241 -2.274 -4.570
H -2.739 -3.722 -2.057
H -0.578 -4.987 -0.908
H 1.345 -3.006 -0.876
H -3.503 1.637 3.345
H -2.209 3.204 -0.277
H -0.007 4.583 0.645
H 0.717 3.149 2.886
O 2.060 7.061 -1.666
C 2.061 5.733 -1.385
C 1.392 4.799 -2.169
C 1.456 3.472 -1.794
N 2.128 3.042 -0.722
C 2.750 3.950 -0.006
Br 3.693 3.306 1.514
C 2.764 5.309 -0.267
H 1.535 7.215 -2.458
H 0.838 5.087 -3.053
H 0.955 2.718 -2.392
H 3.296 6.009 0.359
O 4.646 -2.071 0.062
C 3.755 -1.811 0.889
O 2.609 -1.344 0.644
C 4.061 -2.070 2.362
C 5.209 -2.799 2.657
C 5.565 -3.085 3.964
C 4.766 -2.624 5.000
C 3.624 -1.889 4.718
C 3.244 -1.603 3.405
P 1.755 -0.567 3.051
C 0.460 -1.827 2.717
C 0.715 -3.183 2.537
C -0.323 -4.060 2.256
C -1.626 -3.592 2.137
C -1.891 -2.242 2.310
C -0.853 -1.368 2.605
C 1.259 -0.081 4.763
C 1.726 1.155 5.212
C 1.400 1.633 6.473
C 0.580 0.885 7.305
C 0.097 -0.341 6.869
C 0.436 -0.820 5.611
H 5.812 -3.124 1.819
H 6.459 -3.658 4.175
H 5.028 -2.833 6.030
H 3.018 -1.535 5.541
H 1.729 -3.557 2.610
H -0.109 -5.113 2.115
H -2.430 -4.278 1.896
H -2.898 -1.855 2.208
H -1.065 -0.317 2.761
H 2.350 1.752 4.554
H 1.774 2.596 6.798
H 0.311 1.259 8.286
H -0.550 -0.928 7.510
H 0.049 -1.777 5.281
Cl 5.530 1.703 -1.918
C 4.241 0.613 -1.365
Cl 2.955 0.480 -2.587
H 3.801 1.045 -0.474
H 4.638 -0.381 -1.176
C 2.540 0.825 -6.297
As 0.762 0.334 -5.728
C 0.967 -1.381 -4.878
C -0.154 -0.095 -7.372
S -0.211 1.822 -4.653
H 2.972 0.028 -6.902
H 3.151 0.999 -5.415
H 2.467 1.743 -6.877
H 1.628 -1.998 -5.488
H -0.015 -1.840 -4.795
H 1.371 -1.260 -3.876
H 0.395 -0.857 -7.925
H -0.247 0.813 -7.966
H -1.147 -0.459 -7.115

Summary:
- Electronic energy: -8905.53729 Ha
- HOMO level: -3.913 eV
- LUMO energy: 1.86 eV
- Strongest force on any atom: 0.529 eV/A
- Spin multiplicity: 1
- Energy relative to the best compared isomer or geometry (same formula, charge and spin): 0.000 eV
- Gap between HOMO and LUMO: 5.771 eV
- Total charge: -1

***

Below is a cluster of 3 separate species, C31H27BF8O2S in total in a non-equilibrium geometry, with properties calculated with ωB97M-V/def2-TZVPD.

Positions of all 70 atoms, in Å:
C -5.013 4.028 0.531
C -3.806 3.180 0.330
C -3.479 2.416 -0.801
C -2.197 1.782 -0.705
C -1.557 1.915 0.520
B -2.243 -2.397 2.975
C -0.136 1.995 0.752
C 0.375 2.709 1.866
C 1.665 3.212 1.837
C 2.190 4.038 2.983
F 2.817 5.184 2.594
F 1.213 4.396 3.869
F 3.127 3.310 3.688
C 2.528 2.867 0.802
C 2.056 2.062 -0.226
C 2.985 1.590 -1.307
F 3.525 0.362 -0.958
F 2.345 1.404 -2.502
F 4.026 2.431 -1.532
C 0.758 1.577 -0.253
O -2.865 -1.752 3.970
C -3.966 -0.857 3.548
C -4.682 -1.440 2.310
C -5.307 -2.757 2.737
C -5.722 -0.450 1.824
C -3.690 -1.753 1.185
O -2.773 -2.768 1.789
S -2.643 2.876 1.586
H -5.547 4.226 -0.405
H -5.704 3.492 1.192
H -4.779 4.998 0.993
H -4.146 2.360 -1.657
H -1.738 1.268 -1.557
H -0.264 2.925 2.718
H 3.572 3.167 0.825
H 0.416 0.993 -1.111
H -4.627 -0.801 4.405
H -3.580 0.145 3.342
H -5.853 -3.186 1.901
H -4.526 -3.460 3.051
H -5.994 -2.594 3.564
H -6.281 -0.844 0.969
H -6.440 -0.228 2.619
H -5.250 0.495 1.524
H -4.139 -2.286 0.353
H -3.128 -0.865 0.846
F 1.440 -5.267 -1.615
C 1.114 -4.256 -0.735
C 0.181 -4.517 0.271
C -0.072 -3.503 1.182
C 0.367 -2.155 1.025
C -0.073 -1.055 1.921
C 0.921 -0.484 2.823
C 0.644 -0.299 4.227
C 1.648 -0.003 5.135
C 2.917 0.274 4.644
F 3.925 0.609 5.519
C 3.230 0.257 3.269
C 2.223 -0.112 2.400
C 1.243 -1.951 -0.085
C 1.700 -3.001 -0.872
H -0.276 -5.505 0.340
H -0.638 -3.783 2.079
H -1.033 -1.440 2.528
H -0.388 -0.437 4.578
H 1.484 0.033 6.221
H 4.226 0.521 2.926
H 2.409 -0.084 1.316
H 1.551 -0.933 -0.313
H 2.497 -2.865 -1.611

Summary:
- Electronic energy: -2569.86333 Ha
- HOMO level: -6.548 eV
- LUMO energy: -1.47 eV
- Strongest force on any atom: 2.775 eV/A
- Spin multiplicity: 1
- Energy relative to the best compared isomer or geometry (same formula, charge and spin): 3.274 eV
- Gap between HOMO and LUMO: 5.076 eV
- Total charge: 0